Entry from OMol25: a gas-phase ion, C9H13N2OS (charge +1) in a non-equilibrium geometry (ωB97M-V/def2-TZVPD).

Geometry as XYZ:
```
26
Properties=species:S:1:pos:R:3:mulliken_charge:R:1
C 1.37 -1.83 -0.63 -0.868
N 0.51 -0.73 -1.01 -0.162
C -0.52 -0.89 -2.06 -0.761
C -1.37 0.45 -1.94 -0.609
C -1.50 0.64 -0.51 0.520
O -2.36 1.14 0.14 -0.468
C -0.29 -0.09 0.27 1.097
C -1.11 -1.07 1.14 -1.732
C 0.57 0.91 1.06 -0.133
C 0.21 1.39 2.30 -0.721
N 1.03 2.35 2.71 -0.542
C 1.91 2.67 1.83 -0.157
S 1.97 1.65 0.50 -0.065
H 2.23 -1.41 -0.09 0.289
H 0.88 -2.70 -0.08 0.314
H 1.65 -2.21 -1.58 0.450
H 1.09 -0.03 -1.46 0.556
H -1.17 -1.64 -1.77 0.417
H 0.00 -1.05 -2.95 0.524
H -2.37 0.38 -2.35 0.391
H -0.88 1.37 -2.41 0.292
H -1.83 -1.61 0.44 0.299
H -1.61 -0.50 1.81 0.573
H -0.64 -1.76 1.72 0.565
H -0.55 1.27 2.96 0.490
H 2.77 3.29 1.95 0.438
```

Output
SMILES	C[N@H+]1CCC(=O)[C@]1(C)c1cncs1
total charge	+1
M	197.3	g mol⁻¹
maximum force	0.098	hartree/bohr
highest occupied orbital energy	-12.9	eV
lowest unoccupied orbital energy	-3.2889	eV



Entry from OMol25: C7H13NOS2 in the gas phase in a non-equilibrium geometry (ωB97M-V/def2-TZVPD).

Geometry as XYZ:
```
24
Properties=species:S:1:pos:R:3:mulliken_charge:R:1
C -2.63 2.06 -0.16 -0.949
C -2.07 0.92 0.64 -0.710
N -0.70 0.59 0.25 0.139
C -0.48 -0.56 -0.66 -0.897
C -0.53 -1.96 -0.03 -0.981
C 0.29 1.38 0.65 0.475
O 0.26 2.39 1.26 -0.560
C 1.87 0.70 0.09 0.037
S 2.47 1.40 -1.23 -0.137
S 2.52 -0.60 1.10 -0.061
C 3.57 -1.52 -0.08 -0.746
H -2.16 3.02 -0.13 0.325
H -2.52 1.53 -1.14 0.278
H -3.74 2.25 0.14 0.269
H -2.04 1.24 1.72 0.402
H -2.68 0.04 0.51 0.373
H 0.31 -0.40 -1.31 0.629
H -1.36 -0.37 -1.16 0.417
H 0.43 -2.15 0.49 0.168
H -1.28 -2.07 0.70 0.364
H -0.60 -2.81 -0.84 0.294
H 3.26 -1.20 -1.09 0.288
H 3.23 -2.54 -0.02 0.294
H 4.59 -1.34 0.29 0.287
```

Output
SMILES	CCN(CC)C(=O)C(=S)SC
M	191.3	g mol⁻¹
maximum force	0.083	hartree/bohr
highest occupied orbital energy	-8.3	eV
lowest unoccupied orbital energy	-0.1257	eV



Entry from OMol25: a molecular structure, C50H50MnN8O3P2 (ωB97M-V/def2-TZVPD).

Geometry as XYZ:
```
114
Properties=species:S:1:pos:R:3:mulliken_charge:R:1
Mn -0.45 0.70 -0.38 0.461
O -0.51 4.39 -2.68 -0.811
C -1.73 4.87 -2.30 0.355
C -2.16 6.07 -2.87 -0.783
C -3.39 6.59 -2.53 -0.337
C -4.22 5.93 -1.63 -0.800
C -3.79 4.74 -1.08 -0.642
C -2.55 4.19 -1.40 -0.158
C -2.12 2.90 -0.80 0.683
O -0.86 2.58 -0.93 0.061
N -2.99 2.17 -0.17 -1.323
N -2.40 0.99 0.32 0.978
C -3.24 0.27 0.98 -1.104
C -2.99 -1.00 1.62 0.459
C -4.07 -1.69 2.18 -0.629
C -3.91 -2.89 2.83 -1.159
C -2.61 -3.42 2.95 -0.746
C -1.53 -2.76 2.42 -0.592
C -1.68 -1.53 1.73 0.072
O -0.66 -0.95 1.19 0.827
H -0.39 3.57 -2.13 0.456
H -1.50 6.57 -3.57 0.445
H -3.71 7.53 -2.98 0.386
H -5.18 6.34 -1.37 0.400
H -4.42 4.20 -0.37 0.463
H -4.25 0.68 1.06 0.306
H -5.06 -1.25 2.09 0.420
H -4.76 -3.42 3.25 0.376
H -2.46 -4.36 3.46 0.441
H -0.53 -3.17 2.50 0.407
C -2.70 -1.15 -4.20 -1.015
N -1.38 -0.57 -4.39 0.455
C -1.00 -0.22 -5.75 -1.033
C -0.80 0.04 -3.31 -0.567
N -1.33 0.15 -2.15 0.295
N 0.47 0.55 -3.58 0.521
C 1.34 1.22 -2.73 -0.968
N 2.32 1.88 -3.44 -0.379
N 1.27 1.17 -1.46 0.795
H -2.94 -1.76 -5.06 0.371
H -3.48 -0.39 -4.08 0.340
H -2.70 -1.79 -3.32 0.208
H -1.63 -0.78 -6.44 0.368
H 0.03 -0.52 -5.98 0.340
H -1.12 0.84 -5.96 0.283
H -2.31 -0.13 -2.14 0.175
H 0.91 0.23 -4.43 0.219
H 2.00 2.34 -4.28 0.220
H 2.93 2.46 -2.88 0.264
H 1.94 1.79 -1.02 -0.055
C 2.20 -2.06 0.55 -2.832
N 2.04 -1.52 1.89 2.145
C 2.16 -0.07 2.00 -2.581
P 0.77 1.13 1.58 2.537
C -0.19 1.32 3.12 0.706
C -0.71 2.58 3.43 -0.591
C -1.53 2.75 4.54 -0.771
C -1.84 1.66 5.35 -0.736
C -1.33 0.41 5.04 -1.047
C -0.52 0.24 3.93 -0.189
C 1.82 2.64 1.67 0.233
C 1.60 3.64 0.72 0.079
C 2.34 4.82 0.74 -0.937
C 3.32 5.01 1.70 -0.696
C 3.54 4.03 2.66 -0.744
C 2.80 2.86 2.65 -0.871
C 2.75 -2.23 2.90 0.522
C 3.74 -3.16 2.61 -0.429
C 4.39 -3.85 3.64 -0.809
C 4.08 -3.60 4.96 -0.512
C 3.11 -2.65 5.25 -0.967
C 2.45 -1.98 4.24 -0.092
P 0.84 -1.74 -0.69 3.381
C -0.18 -3.26 -0.62 0.165
C 0.33 -4.54 -0.44 -1.047
C -0.52 -5.64 -0.39 -0.973
C -1.90 -5.46 -0.54 -0.709
C -2.41 -4.19 -0.74 -1.070
C -1.56 -3.10 -0.79 0.082
C 1.78 -2.07 -2.25 0.728
C 1.17 -2.80 -3.28 -0.716
C 1.72 -2.84 -4.55 -0.738
C 2.90 -2.16 -4.83 -0.716
C 3.53 -1.45 -3.81 -0.670
C 2.97 -1.41 -2.54 -0.801
H 2.31 -3.13 0.62 0.667
H 3.13 -1.68 0.09 0.588
H 3.00 0.27 1.37 0.251
H 2.43 0.15 3.02 0.826
H -0.48 3.44 2.81 0.425
H -1.93 3.73 4.77 0.440
H -2.49 1.79 6.21 0.395
H -1.59 -0.45 5.65 0.473
H -0.17 -0.75 3.67 0.009
H 0.82 3.51 -0.01 0.535
H 2.14 5.59 0.00 0.523
H 3.89 5.93 1.72 0.388
H 4.29 4.19 3.43 0.443
H 2.97 2.13 3.42 0.318
H 4.04 -3.37 1.59 0.405
H 5.16 -4.57 3.38 0.385
H 4.59 -4.13 5.76 0.391
H 2.85 -2.44 6.28 0.425
H 1.68 -1.26 4.49 0.240
H 1.39 -4.70 -0.34 0.454
H -0.12 -6.63 -0.23 0.426
H -2.56 -6.32 -0.48 0.381
H -3.48 -4.05 -0.83 0.473
H -1.95 -2.10 -0.88 0.195
H 0.25 -3.33 -3.08 0.356
H 1.23 -3.41 -5.33 0.469
H 3.34 -2.19 -5.82 0.382
H 4.45 -0.92 -4.01 0.413
H 3.46 -0.81 -1.78 0.239
```

Output
M	927.9	g mol⁻¹
maximum force	0.004	hartree/bohr
highest occupied orbital energy (alpha / beta)	-6.5 / -6.5	eV
lowest unoccupied orbital energy (alpha / beta)	0.2442 / 0.2445	eV
multiplicity	2
⟨S²⟩	0.799



Ordered energy above the lowest of the compared OMol25 structures with the same formula, charge and spin results: 107.19, 132.85, 130.23; unit kJ/mol.